Record 1
The following is a DFT calculation (ωB97M-V/def2-TZVPD) of 3 unconnected molecules or ions with the total composition C4H9NOS.

Relative energy (zero: lowest compared OMol25 entry of this formula, charge and spin): 152.69 kcal per mole
Charge: 0
Gap between HOMO and LUMO: 5.049 eV

Cartesian coordinates (Å):
S  -2.649  0.103  1.044
O  2.444  0.383  -0.924
N  -0.006  1.740  1.092
C  1.193  1.226  0.914
C  -0.893  -1.613  -0.983
C  0.282  -2.212  -0.814
C  1.685  1.169  -0.458
H  -0.118  2.174  1.997
H  0.953  -1.857  -0.043
H  1.637  0.672  1.742
H  -0.992  -0.552  -0.857
H  -1.728  -2.219  -1.316
H  0.733  -3.020  -1.380
H  1.217  1.957  -1.066
H  -2.989  1.074  0.182
H  -0.769  0.978  0.872

In elementary charge units, the Mulliken charges are:
1. S -0.45
2. O -0.38
3. N -0.26
4. C -0.01
5. C -0.28
6. C -0.50
7. C -0.03
8. H 0.29
9. H 0.18
10. H 0.34
11. H 0.17
12. H 0.23
13. H 0.23
14. H 0.34
15. H 0.15
16. H -0.02

Record 2
The following is a DFT calculation (ωB97M-V/def2-TZVPD) of 6 unconnected molecules or ions with the total composition H12O6.

Relative energy (zero: lowest compared OMol25 entry of this formula, charge and spin): 64.71 kcal per mole
Charge: 0
Structure (SMILES): O.O.O.O.O.O
Gap between HOMO and LUMO: 10.129 eV

Cartesian coordinates (Å):
O  -2.900  -0.585  -1.793
O  -0.155  -0.105  1.410
O  -1.314  0.711  -0.755
O  1.117  3.228  1.901
O  2.623  -1.379  1.087
O  0.649  -1.797  -2.196
H  0.297  -1.011  -1.762
H  -2.821  0.135  -1.158
H  0.386  -0.227  0.622
H  2.636  -0.526  1.537
H  1.759  -1.746  1.305
H  -2.739  -1.378  -1.270
H  -0.505  0.198  -0.647
H  0.455  -0.261  2.140
H  -0.093  -2.412  -2.204
H  1.228  2.799  2.757
H  0.593  2.601  1.391
H  -1.364  1.241  0.048

In elementary charge units, the Mulliken charges are:
1. O -0.64
2. O -0.63
3. O -0.55
4. O -0.63
5. O -0.63
6. O -0.61
7. H 0.31
8. H 0.37
9. H 0.40
10. H 0.31
11. H 0.33
12. H 0.28
13. H 0.12
14. H 0.27
15. H 0.33
16. H 0.31
17. H 0.34
18. H 0.34

Record 3
The following is a DFT calculation (ωB97M-V/def2-TZVPD) of 2 unconnected molecules or ions with the total composition C5H10O2.

Relative energy (zero: lowest compared OMol25 entry of this formula, charge and spin): 44.08 kcal per mole
Charge: 0
Structure (SMILES): C=C1CCOC1.O
Gap between HOMO and LUMO: 10.477 eV

Cartesian coordinates (Å):
O  -2.049  -0.275  -0.425
O  1.187  -0.220  2.262
C  -1.555  0.821  0.331
C  1.520  -0.574  -1.023
C  -0.945  -1.114  -0.702
C  -0.213  1.164  -0.322
C  0.273  -0.206  -0.735
H  -2.298  1.620  0.279
H  -1.395  0.533  1.381
H  1.942  0.378  2.305
H  2.340  0.140  -1.009
H  0.477  1.668  0.359
H  1.764  -1.596  -1.306
H  -0.366  1.791  -1.208
H  -0.828  -1.881  0.081
H  -1.126  -1.621  -1.656
H  1.271  -0.630  1.389

In elementary charge units, the Mulliken charges are:
1. O -0.37
2. O -0.65
3. C -0.44
4. C -0.80
5. C -0.43
6. C -0.33
7. C 0.08
8. H 0.32
9. H 0.27
10. H 0.32
11. H 0.30
12. H 0.24
13. H 0.29
14. H 0.33
15. H 0.24
16. H 0.30
17. H 0.34

Record 4
The following is a DFT calculation (ωB97M-V/def2-TZVPD) of a molecular structure, C7H16CuN2O4S.

Relative energy (zero: lowest compared OMol25 entry of this formula, charge and spin): 0.00 kcal per mole
Charge: +1
Gap between HOMO and LUMO: 5.434 eV

Cartesian coordinates (Å):
Cu  3.111  3.304  2.222
S  -3.466  1.086  0.847
O  -3.190  1.130  2.238
O  -3.300  -0.377  0.265
O  -2.185  1.662  0.077
O  -4.662  1.658  0.363
N  3.271  1.608  -1.218
N  -1.563  -1.892  0.005
C  -1.187  0.597  0.174
C  0.060  1.097  -0.541
C  0.178  -3.611  0.132
C  -0.184  -2.210  -0.344
C  1.355  0.965  0.270
C  2.388  2.023  -0.147
C  -1.991  -0.572  -0.361
H  -0.107  2.162  -0.703
H  0.041  -2.101  -1.413
H  4.247  1.766  -1.013
H  -1.004  0.491  1.245
H  -2.190  -2.528  -0.475
H  3.038  2.287  0.764
H  0.191  0.658  -1.528
H  1.875  2.930  -0.463
H  0.099  -3.632  1.217
H  1.214  -3.808  -0.137
H  0.455  -1.518  0.204
H  1.161  1.041  1.339
H  -0.471  -4.366  -0.302
H  3.186  0.614  -1.385
H  -2.193  -0.459  -1.431
H  1.822  -0.004  0.098

In elementary charge units, the Mulliken charges are:
1. Cu 0.62
2. S 1.12
3. O -0.55
4. O -0.39
5. O -0.51
6. O -0.54
7. N -0.53
8. N -0.41
9. C -0.24
10. C -0.87
11. C -1.36
12. C 0.03
13. C -0.22
14. C -0.25
15. C 0.18
16. H 0.60
17. H 0.32
18. H 0.28
19. H 0.43
20. H 0.30
21. H -0.03
22. H 0.24
23. H 0.43
24. H 0.34
25. H 0.39
26. H -0.03
27. H 0.39
28. H 0.37
29. H 0.25
30. H 0.35
31. H 0.26

Record 5
The following is a DFT calculation (ωB97M-V/def2-TZVPD) of a molecular structure, C47H39F4HfN2O3P.

Relative energy (zero: lowest compared OMol25 entry of this formula, charge and spin): 0.00 kcal per mole
Charge: 0
Gap between HOMO and LUMO: 6.895 eV

Cartesian coordinates (Å):
Hf  0.531  -26.034  -5.650
P  3.662  -25.921  -6.828
F  -1.135  -27.880  -11.918
F  2.660  -18.743  0.134
F  4.677  -19.467  -0.370
F  3.701  -20.228  1.368
O  -0.242  -27.585  -4.589
O  -1.762  -28.843  -3.574
O  -0.646  -27.052  -7.129
N  2.309  -26.460  -6.354
N  -2.283  -30.848  -7.334
C  5.929  -24.054  -3.934
C  4.324  -28.568  -6.429
C  -1.293  -28.220  -7.119
C  -2.948  -32.198  -7.468
C  5.149  -22.341  -5.475
C  -2.356  -32.196  -9.945
C  -0.455  -24.244  -6.236
C  5.315  -25.039  -4.717
C  -1.695  -29.958  -10.889
C  0.919  -24.903  -3.932
C  4.813  -27.336  -6.797
C  4.478  -24.646  -5.780
C  -1.193  -28.475  -4.599
C  -2.027  -30.747  -9.776
C  2.461  -25.086  -10.613
C  4.366  -23.280  -6.124
C  1.299  -24.091  -3.084
C  2.464  -23.361  -1.025
C  -1.982  -30.155  -8.497
C  1.823  -23.074  -2.231
C  5.192  -29.641  -6.456
C  3.442  -19.912  0.060
C  2.110  -20.715  -1.895
C  1.611  -21.741  -2.643
C  -1.561  -23.741  -6.308
C  -1.379  -28.623  -10.798
C  6.536  -29.490  -6.782
C  -3.035  -23.627  -6.238
C  -2.180  -30.234  -6.147
C  -2.864  -33.029  -6.166
C  3.003  -22.320  -0.302
C  -3.537  -22.666  -7.300
C  7.037  -28.236  -7.110
C  2.876  -20.997  -0.754
C  -1.599  -28.769  -8.378
C  3.490  -24.287  -11.156
C  2.554  -25.547  -9.306
C  4.610  -24.009  -10.363
C  6.167  -27.144  -7.073
C  -1.588  -28.972  -5.957
C  5.862  -22.700  -4.330
C  -3.254  -23.071  -4.823
C  3.632  -25.206  -8.512
C  -3.613  -25.045  -6.396
C  4.686  -24.407  -9.037
C  -1.335  -28.050  -9.553
C  -2.396  -33.015  -8.659
H  5.422  -26.110  -4.565
H  -3.301  -25.507  -7.335
H  -4.301  -22.948  -4.634
H  -3.323  -32.329  -10.535
H  -3.236  -25.682  -5.590
H  -1.827  -33.213  -5.838
H  8.062  -28.110  -7.407
H  1.911  -19.685  -2.147
H  6.477  -24.339  -3.024
H  -3.444  -32.583  -5.327
H  -3.318  -34.001  -6.384
H  5.190  -21.309  -5.863
H  4.838  -30.610  -6.107
H  -4.709  -25.084  -6.317
H  -1.087  -27.002  -9.412
H  -1.748  -30.460  -11.860
H  1.078  -21.557  -3.560
H  1.774  -26.213  -8.965
H  3.734  -22.994  -6.942
H  3.446  -23.802  -12.146
H  2.562  -24.389  -0.688
H  -3.175  -21.629  -7.206
H  -4.021  -31.950  -7.603
H  -1.564  -32.691  -10.574
H  6.544  -26.160  -7.281
H  -4.633  -22.598  -7.328
H  3.518  -22.472  0.641
H  -3.221  -22.981  -8.298
H  6.370  -21.919  -3.803
H  7.156  -30.373  -6.769
H  -2.524  -30.813  -5.290
H  5.552  -24.153  -8.412
H  -1.409  -33.462  -8.442
H  5.390  -23.418  -10.829
H  -3.056  -33.891  -8.772
H  -2.727  -22.111  -4.672
H  1.641  -25.388  -11.190
H  -2.822  -23.763  -4.095
H  3.292  -28.694  -6.179

In elementary charge units, the Mulliken charges are:
1. Hf 1.14
2. P 0.86
3. F -0.34
4. F -0.28
5. F -0.26
6. F -0.28
7. O -0.82
8. O -0.70
9. O -0.48
10. N 0.00
11. N 0.12
12. C -0.81
13. C -0.49
14. C 1.61
15. C 0.52
16. C -0.86
17. C -0.92
18. C -1.01
19. C -0.45
20. C -0.44
21. C -0.77
22. C 0.07
23. C 0.28
24. C 0.17
25. C 0.93
26. C -0.67
27. C -0.40
28. C -0.02
29. C -0.82
30. C -0.55
31. C 0.70
32. C -0.53
33. C 0.88
34. C -0.71
35. C -0.51
36. C -0.31
37. C -0.39
38. C -0.49
39. C 2.36
40. C -0.14
41. C -1.79
42. C -0.48
43. C -1.75
44. C -0.81
45. C 0.14
46. C 0.30
47. C -0.60
48. C -0.62
49. C -0.69
50. C -0.20
51. C -0.41
52. C -0.42
53. C -1.62
54. C 0.54
55. C -1.36
56. C -0.11
57. C -0.64
58. C -1.00
59. H 0.48
60. H 0.21
61. H 0.45
62. H 0.33
63. H 0.23
64. H 0.38
65. H 0.44
66. H 0.43
67. H 0.39
68. H 0.50
69. H 0.45
70. H 0.37
71. H 0.37
72. H 0.46
73. H 0.73
74. H 0.47
75. H 0.57
76. H 0.38
77. H 0.79
78. H 0.36
79. H 0.48
80. H 0.37
81. H 0.14
82. H 0.38
83. H 0.31
84. H 0.40
85. H 0.45
86. H 0.34
87. H 0.49
88. H 0.38
89. H 0.52
90. H 0.36
91. H 0.37
92. H 0.39
93. H 0.41
94. H 0.36
95. H 0.58
96. H 0.33
97. H 0.47

Record 6
The following is a DFT calculation (ωB97M-V/def2-TZVPD) of a molecular structure, C3H9N5.

Relative energy (zero: lowest compared OMol25 entry of this formula, charge and spin): 246.07 kcal per mole
Charge: 0
Gap between HOMO and LUMO: 7.812 eV

Cartesian coordinates (Å):
N  1.207  1.465  0.153
N  -0.525  -1.029  -0.552
N  -2.395  0.624  -0.156
N  -2.923  -0.331  0.770
N  1.634  0.123  0.071
C  -1.233  0.194  -0.651
C  2.967  -0.303  0.537
C  0.764  -0.954  -0.466
H  1.154  -2.030  -0.409
H  -0.784  0.865  -1.438
H  2.712  -0.827  1.753
H  3.489  -1.177  -0.269
H  -3.630  0.268  1.304
H  3.703  0.714  0.493
H  -2.252  -0.854  1.231
H  -0.343  1.605  -0.145
H  1.972  1.849  -1.050

In elementary charge units, the Mulliken charges are:
1. N -0.87
2. N -0.58
3. N -0.35
4. N -0.40
5. N 0.40
6. C -0.31
7. C -0.79
8. C 0.00
9. H 0.30
10. H 0.66
11. H 0.25
12. H 0.25
13. H 0.28
14. H 0.27
15. H 0.23
16. H 0.48
17. H 0.19

| no. | HOMO level (eV) |
| --- | --- |
| 1 | -8.136 |
| 2 | -10.597 |
| 3 | -9.671 |
| 4 | -12.376 |
| 5 | -7.923 |
| 6 | -7.999 |